Density functional theory data (ωB97M-V/def2-TZVPD) for C4H6N2O in the gas phase.

```
13
Properties=species:S:1:pos:R:3:mulliken_charge:R:1
C -2.0159 0.0577 -0.5123 -0.6577
O -0.6315 -0.1393 -0.7797 -0.3046
C 0.1266 -0.0814 1.1501 -0.3045
C 0.2542 0.7807 -0.0922 0.1756
N 1.6062 0.6652 -0.6528 -0.5798
C 2.1106 -0.2920 0.0084 -0.1127
N 1.2551 -0.7918 1.0189 -0.0477
H -2.2348 1.1246 -0.3891 0.3041
H -2.3668 -0.4677 0.3855 0.2929
H -2.5338 -0.3244 -1.3940 0.2376
H -0.1194 1.8069 -0.1669 0.4100
H 3.1068 -0.7075 -0.1212 0.3851
H 1.4426 -1.6309 1.5454 0.2018
```

Properties
LUMO level = 0.548 eV
orbital gap = 9.5 eV
energy above the lowest of the compared OMol25 structures with the same formula, charge and spin = 384.66 kJ/mol
E = -9269.515 eV


Density functional theory data (ωB97M-V/def2-TZVPD) for C4H6N2O in the gas phase.

```
13
Properties=species:S:1:pos:R:3:mulliken_charge:R:1
C -1.8932 0.7707 -0.6638 -0.9005
C -0.6281 0.1774 -0.1259 0.4707
N 0.0749 1.0123 0.5884 -0.5795
C 1.3424 0.5435 0.7015 -0.4484
C 1.4331 -0.7489 0.2562 0.3717
O 2.2327 -1.7676 0.6607 -0.5221
N -0.0318 -0.9988 -0.4091 -0.2389
H -1.6284 1.8137 -0.8582 0.2721
H -2.6591 0.7713 0.1152 0.2261
H -2.2871 0.3217 -1.5759 0.3572
H 2.0874 1.3263 0.8974 0.3751
H 2.4228 -1.7160 1.6181 0.3505
H -0.4935 -1.4701 -1.2237 0.2661
```

Properties
LUMO level = 0.667 eV
SMILES string = Cc1ncc(O)[nH]1
orbital gap = 8.8 eV
energy above the lowest of the compared OMol25 structures with the same formula, charge and spin = 239.74 kJ/mol
E = -9271.017 eV


Density functional theory data (ωB97M-V/def2-TZVPD) for C4H6N2O in the gas phase.

```
13
Properties=species:S:1:pos:R:3:mulliken_charge:R:1
C -0.4277 1.9571 -0.8427 -0.9641
C 0.0606 0.7039 -0.1988 0.4125
N 1.0353 0.5699 0.6339 -0.5837
C 0.9497 -0.7499 1.0844 -0.3360
C -0.0661 -1.3916 0.4624 0.4389
O -0.5652 -2.6421 0.5741 -0.4955
N -0.6675 -0.4909 -0.4328 -0.3790
H 0.4054 2.6059 -1.1102 0.3256
H -1.0517 2.4782 -0.1084 0.2255
H -1.0557 1.7663 -1.7208 0.3200
H 1.6389 -1.1279 1.8254 0.3923
H -0.0104 -3.1212 1.2058 0.3235
H -0.2457 -0.5576 -1.3723 0.3199
```

Properties
LUMO level = 0.693 eV
SMILES string = Cc1ncc(O)[nH]1
orbital gap = 9.0 eV
energy above the lowest of the compared OMol25 structures with the same formula, charge and spin = 145.36 kJ/mol
E = -9271.995 eV